Computed, not measured: a structure of composition C32H29BrN5OS2Ti, with ωB97M-V/def2-TZVPD.

E_HOMO   -16.418 eV
Relative energy (zero: lowest compared OMol25 entry of this formula, charge and spin)   0.0000 eV
Total charge   +3

Element x y z (Å)
H  4.79445  3.46301  -1.10903
C  1.93436  1.60586  -4.48553
C  -1.80703  -3.35075  -0.59281
H  -1.45168  -6.87364  0.91025
H  3.41398  4.68567  0.59126
C  3.74327  3.20630  -0.98091
C  1.90751  0.18310  -6.44367
H  1.12164  3.81570  1.07737
C  1.83654  -0.42973  1.90982
C  0.03501  -2.13641  2.45994
H  0.22969  -2.64563  1.50464
C  2.98487  3.85613  0.02978
C  3.10590  0.68750  3.64912
H  -3.50878  -1.84188  1.01171
H  1.03125  -1.76858  -6.10153
C  2.46319  -0.09436  4.61127
H  3.72505  1.72228  -2.55240
C  -3.13925  3.22462  3.89045
C  -2.12765  -4.88371  1.25777
H  1.60963  -0.55675  0.86579
C  -2.74140  -2.45600  1.55250
C  2.17253  1.41751  -5.86278
O  -1.14202  -0.25469  1.01878
H  2.65940  0.06902  5.65815
C  1.16554  -1.20340  2.87450
H  3.30808  1.09793  1.52365
C  1.87021  1.81262  -1.46518
C  2.79999  0.50818  2.28045
C  1.15636  0.84742  -2.23885
C  -1.47244  -5.85989  0.51538
H  -0.78045  -4.12784  -2.31530
C  1.14920  -0.65162  -4.28821
N  -1.57796  2.44458  1.71169
C  -3.67122  2.42242  2.84914
H  -3.78896  3.57670  4.68869
C  -1.78211  3.58443  3.81456
Br  -5.34860  1.53806  2.91434
H  0.05473  3.34744  2.59831
H  2.46401  2.26148  -6.48726
H  2.18054  -0.04385  -7.46183
C  1.50998  -1.06504  4.22324
S  -1.53600  -1.20390  2.21316
C  -1.00822  3.14343  2.74264
C  1.71184  3.38685  0.27022
N  1.16304  2.30510  -0.36395
N  0.03620  0.51448  -1.60387
C  1.43423  0.56768  -3.67327
C  -2.89315  2.10575  1.73481
H  0.97870  -1.65335  4.98706
C  3.18511  2.19139  -1.74934
C  -0.88698  -5.57081  -0.71879
H  -3.16642  -2.86199  2.48913
H  -4.10345  0.42712  -2.80237
C  -2.09683  0.49821  -2.26117
C  1.33675  -0.82900  -5.64156
H  -3.09284  -0.93240  -3.24647
C  -2.22876  -3.58852  0.71924
Ti  -0.63693  1.28239  0.16819
N  -3.18603  -0.01618  -2.83030
H  0.80080  -1.46567  -3.66408
H  2.10013  2.58953  -4.06710
H  3.83001  1.43798  3.95196
H  -2.53537  -5.09014  2.26365
N  -0.95765  -0.15858  -2.33933
C  -1.10238  -4.32983  -1.29584
H  -3.25706  1.48438  0.92757
H  -1.99880  -2.37045  -1.02054
H  -0.14303  -2.88190  3.24732
S  -2.18468  2.09153  -1.47886
H  -1.32129  4.12233  4.66829
H  -0.32829  -6.32965  -1.23363

Computed, not measured: a structure of composition C32H29N7O6S2Sn, with ωB97M-V/def2-TZVPD.

E_HOMO   -7.715 eV
Relative energy (zero: lowest compared OMol25 entry of this formula, charge and spin)   0.0000 eV
Total charge   0

Element x y z (Å)
C  -4.36328  6.81504  -3.10405
C  -2.49137  0.17997  3.76956
N  -2.03085  3.56733  -1.85842
C  -1.92580  0.08255  2.51789
H  -0.25120  -1.28543  -6.15885
C  -1.66633  0.55495  4.82924
H  -3.54488  -0.03864  3.88941
N  2.27694  -2.56794  0.03511
C  -1.29202  2.59736  -1.44332
C  0.15934  0.67429  3.32416
C  -0.60350  -2.74367  -4.62377
C  1.14287  -5.15110  -0.04365
C  -3.07895  6.80067  -0.65115
H  5.70751  0.26811  1.97342
N  -0.64300  0.33605  2.32104
H  0.35978  1.07279  5.41280
C  4.94755  -0.05927  -0.03800
C  0.52457  -6.38296  -0.17948
O  -1.91955  -0.29959  0.19602
C  4.75339  -2.33154  0.98318
Sn  0.17309  0.28758  0.25848
H  5.91752  -0.40556  -0.40078
H  4.53032  -3.27931  0.49331
H  1.11369  -7.25922  -0.41649
C  5.10550  0.77941  1.22127
C  -3.85734  7.88506  -1.02051
H  3.20566  -2.55577  2.47825
C  -2.66250  -0.32790  1.25485
H  -4.86535  6.81726  -4.06297
C  -0.99104  -4.13798  0.44263
H  -1.33206  -7.45571  -0.12260
N  -0.75821  0.47784  -1.95197
H  4.13300  1.01864  1.65087
H  -3.47367  4.87576  -3.41090
H  -3.95969  8.72233  -0.34245
C  1.60319  0.86800  2.89264
H  4.79455  -3.15517  2.96457
H  -5.11353  8.74572  -2.53398
H  -0.37547  0.64560  -4.59730
O  -3.83075  -0.65156  1.32103
H  2.21055  -5.04658  -0.17947
C  1.02042  -2.68617  0.37221
H  -1.57047  -3.25645  0.68502
C  -0.43906  -1.45134  -5.10618
C  -3.58638  5.72339  -2.75111
C  -0.85043  -6.49241  -0.01324
H  -1.69530  4.68007  -0.20431
H  -1.14046  -2.01949  -1.35542
H  -0.54029  -3.58465  -5.30197
N  4.13583  -1.26162  0.18744
C  -4.50460  7.89885  -2.24783
H  -2.67886  -5.45395  0.42251
C  -0.50862  -0.36792  -4.24410
O  1.77247  0.76964  1.60848
H  5.60930  1.71301  0.96951
H  4.48601  0.52145  -0.82869
C  0.38563  -4.02494  0.26482
H  -3.06622  0.49073  6.12036
C  -2.94409  5.72114  -1.51795
C  -0.30957  0.80034  4.61007
N  -1.30595  1.51629  -2.33840
C  -0.91243  -1.88297  -2.40451
S  -0.31177  2.66332  0.01585
S  2.12215  -0.17115  -1.20267
H  -0.99066  -3.96223  -2.89205
C  -0.84732  -2.95890  -3.27317
O  0.29447  -1.74295  0.84645
C  4.27563  -2.35945  2.42843
C  -0.74110  -0.59861  -2.89730
H  5.82955  -2.16635  0.93806
O  -2.12388  0.68839  6.08944
O  2.46979  1.07316  3.71606
C  -1.60757  -5.37053  0.29588
N  -2.14080  4.64574  -1.11314
H  -2.57476  6.78842  0.30838
H  4.47526  -1.41582  2.93395
C  2.88544  -1.40348  -0.21050

Computed, not measured: a structure of composition C32H29NO5P2Pd, with ωB97M-V/def2-TZVPD.

E_HOMO (spin up / spin down)   -13.966 / -14.216 eV
Total charge   +2
Multiplicity   5

Element x y z (Å)
H  -6.58749  0.51536  2.83026
H  2.86578  2.95722  1.00679
C  0.42690  -5.68051  -1.98644
H  -8.14813  -0.24745  1.07865
H  2.02439  -2.85465  1.59017
N  -2.21538  -2.23473  0.30049
H  0.19156  5.05826  1.21673
P  -2.62704  -0.63758  0.22212
C  -1.03255  -5.22312  0.35107
H  -4.87457  -1.18902  -1.50594
C  -6.20546  0.13328  1.89354
C  -1.70889  -0.59084  -3.77893
C  1.14719  4.21675  -0.60347
H  2.04670  4.75052  -0.30148
H  -2.81532  1.91204  -1.02978
C  -5.24766  -0.83325  -0.55259
O  0.91530  0.87722  3.50411
H  -2.76024  2.62486  -3.38732
C  0.35394  -4.39788  -1.46109
C  -4.83663  0.06600  1.67961
H  1.00460  -5.86433  -2.88211
C  -2.18512  -0.11626  -1.46587
C  -7.08110  -0.28973  0.90278
C  -2.08059  0.71332  -4.10438
C  -4.36777  -0.42918  0.46078
C  -0.03948  4.40429  0.37786
H  -4.14632  0.39307  2.44802
C  -0.06026  -2.59824  2.10983
C  -0.29364  2.97245  0.83123
H  1.05199  3.16964  2.57501
H  1.79050  2.24885  -1.45604
P  -0.50099  -2.53226  0.38729
H  0.87631  -3.58220  -1.94853
C  0.45282  1.14795  2.42984
H  -1.29493  2.74499  1.18164
O  -0.40005  0.36918  1.78358
H  1.14068  -2.61996  5.76426
C  -1.76430  -1.01771  -2.46825
H  -1.46103  -7.31757  0.30693
C  -0.96408  -6.49523  -0.18952
C  -0.23621  -6.72140  -1.35580
C  1.98711  2.36905  0.77034
C  -6.60830  -0.76559  -0.31789
H  -1.54538  -2.04945  -2.22532
C  0.80203  -2.63768  4.73712
H  -2.06589  1.02661  -5.14040
C  1.29744  -2.75251  2.39025
H  -2.88849  -2.93249  0.60387
H  -2.03943  -2.34832  2.93127
O  1.91949  0.02192  0.00782
C  -0.98374  -2.47359  3.13949
H  2.77583  -2.89158  3.93226
Pd  -0.20311  -0.12514  -0.24026
C  -0.38169  -4.17172  -0.30103
H  -1.39460  -1.27691  -4.55378
C  -2.51439  1.21447  -1.80233
C  1.34178  2.69510  -0.57607
H  0.89364  4.52944  -1.61421
H  -0.91291  4.80438  -0.13292
H  -7.30302  -1.07737  -1.08609
C  1.72424  -2.77353  3.70810
O  3.48416  0.72707  1.49149
C  0.82499  2.48912  1.75822
H  -1.26482  -2.41763  5.26155
C  2.53405  0.79970  0.74327
O  -0.01720  2.21238  -0.39059
C  -2.48239  1.61453  -3.12026
H  -0.17902  -7.72091  -1.76613
C  -0.54886  -2.50492  4.45551
H  -1.55792  -5.06478  1.28718

Computed, not measured: a cluster of 2 separate species, C32H30BClF6O2S in total, with ωB97M-V/def2-TZVPD.

E_HOMO   -8.135 eV
Relative energy (zero: lowest compared OMol25 entry of this formula, charge and spin)   0.0000 eV
Total charge   0

Element x y z (Å)
C  -3.08479  1.58045  -2.76843
C  -0.02545  -0.03808  -0.19837
C  -3.68456  2.15064  2.40785
C  -0.16929  -2.68676  4.39554
H  1.39201  -3.73991  -4.01212
C  -1.44497  2.97114  2.92685
C  1.02869  1.04182  -0.07382
H  4.24376  -2.22563  -0.05247
F  -4.92436  3.06528  -3.17514
C  4.71486  3.17883  -0.36365
C  3.35049  2.56739  -0.17248
H  -4.40483  1.33527  2.42472
H  2.81651  -2.79342  -3.52607
C  -1.87713  0.51437  2.82392
F  4.66401  4.34079  -1.08898
F  5.52524  2.30853  -1.05546
C  -1.95905  1.52502  -0.64589
H  2.89906  -3.67443  1.30116
H  -0.88909  -0.95669  -2.71824
H  0.72424  -5.20066  -1.42196
H  2.70018  -4.52818  -3.09581
H  0.59343  1.90004  -2.01676
H  2.67395  -4.97151  0.11120
C  1.84181  1.16763  1.06092
H  0.91199  -2.70006  4.21644
H  -1.76090  1.97232  0.33556
H  -5.12487  3.65735  1.86318
H  1.26054  -4.17030  0.86420
C  -0.84333  -1.64689  3.58916
C  -3.15332  4.49118  2.13905
F  5.34208  3.46413  0.81220
C  -1.85097  4.26839  2.61391
B  0.91280  -1.21731  -0.97913
C  3.79448  -2.70615  -0.93277
H  3.92897  -2.04788  -1.80064
H  -0.30164  -3.89495  -0.75748
C  -2.33418  1.88983  2.73809
O  1.77459  -1.77148  -0.05169
C  0.29953  -4.20840  -1.62271
C  -1.18838  0.42285  -1.06014
C  1.41866  -3.21588  -1.91823
H  -3.53889  2.91809  -1.13529
Cl  -3.63579  6.07705  1.68455
H  -0.57923  -3.66481  4.12828
C  -2.92497  2.08523  -1.47920
C  -2.48416  -0.61391  2.26795
H  2.69063  3.20730  -2.12807
F  -3.42699  2.80990  -4.77060
H  -0.35506  -0.40082  0.78128
C  -1.86253  -1.83303  2.67008
C  3.01290  1.91392  1.01301
C  2.13031  -3.59104  -3.20895
C  1.29099  1.87598  -1.17616
S  -0.50799  0.03352  3.80615
H  -0.43982  2.79405  3.31364
O  0.82020  -1.90200  -2.14942
C  2.32295  -2.97102  -0.63178
H  -0.33483  -2.50385  5.46657
C  2.27116  -4.01587  0.46899
H  -3.35663  -0.55172  1.62143
C  2.46533  2.61751  -1.24323
H  4.31457  -3.65701  -1.11515
H  3.67699  1.97460  1.87394
C  -2.32620  0.50958  -3.21319
C  -1.42735  -0.09777  -2.34008
H  -2.15872  -2.82882  2.34222
H  -2.43444  0.14368  -4.23047
H  -0.37540  -4.29914  -2.48124
C  -4.09079  3.44732  2.10498
F  -4.83939  1.18959  -4.32407
H  -1.18113  5.11409  2.73867
H  1.56505  0.63261  1.97309
C  -4.07154  2.16807  -3.74343

Computed, not measured: a cluster of 4 separate species, C32H30Br2F3N4O11 in total, with ωB97M-V/def2-TZVPD.

E_HOMO   -10.707 eV
Total charge   +1

Element x y z (Å)
H  -0.10979  5.76299  -2.42579
C  -4.13910  0.11868  -3.57116
O  3.84267  1.70851  -3.65125
O  0.00937  -5.07805  4.89933
H  0.82063  4.72198  -4.94991
H  -1.82635  -7.66126  8.49063
C  0.72647  3.39951  -3.31040
H  -1.43850  5.83228  -3.56349
H  0.40967  -7.41131  4.85099
H  1.43821  -9.60550  5.33424
C  0.36724  -9.84455  7.17534
C  -6.17233  -0.63884  -4.55052
C  -1.11204  -8.08601  7.79881
F  1.55764  7.70207  -2.29163
O  -2.25683  -1.19664  -3.49982
C  -0.98256  4.25512  -0.43628
H  6.00303  4.07520  -2.57044
H  -0.21989  -2.21872  2.29583
C  1.59778  -2.88975  5.08246
H  1.13053  -0.15673  2.37996
C  0.92668  1.84626  -1.48634
N  -0.14438  -4.25798  4.01393
C  2.35822  -1.73236  5.12893
H  2.73930  0.68478  -1.43614
O  0.25803  4.79100  -0.33533
C  0.72326  -9.17519  6.01923
C  2.18957  -0.74923  4.16213
N  1.94723  2.96490  -3.72285
F  2.30864  6.04629  -3.46045
Br  2.67396  8.45569  -4.61719
H  -0.80170  -9.85667  8.97232
H  5.85893  1.81900  -3.39007
H  -1.70423  3.77801  -2.41398
C  -4.85568  -0.88373  -4.20248
O  -0.70752  0.51289  -0.26718
C  -0.54060  -9.31817  8.07375
C  0.67849  -3.04005  4.06106
N  0.96533  -11.16098  7.45175
H  -1.22595  -6.44297  6.42643
H  -6.47182  2.53832  -3.40543
C  -6.01684  1.58344  -3.62726
C  -4.70051  1.34970  -3.27254
C  0.14621  -7.94393  5.75097
H  2.78168  0.15569  4.20704
C  0.46280  1.12407  -0.24885
N  -2.74523  -0.13602  -3.21787
C  2.67344  2.03187  -3.09546
H  0.49843  4.89312  0.59646
H  4.28301  4.27075  -2.46295
F  0.28413  6.86836  -5.46570
C  -0.77327  -7.39970  6.63916
H  3.08046  -1.59731  5.92201
H  -4.12792  2.11549  -2.77143
C  5.06620  3.78397  -3.03976
H  -7.77859  0.77987  -4.54633
C  1.64886  7.23611  -3.53611
O  -0.92961  -4.37592  3.09650
C  -1.15238  3.30436  -1.61192
H  -1.71336  2.46772  -1.23803
H  1.72148  -3.65768  5.83141
O  1.17225  1.07738  0.70595
Br  -0.89906  8.49467  -3.69218
C  -0.36420  5.72436  -3.47679
H  4.96217  1.99053  -1.89410
O  -1.86156  4.51358  0.31003
C  -6.75073  0.59206  -4.26741
H  -0.73604  3.98616  -4.72582
O  -2.12050  0.76355  -2.63954
O  0.61264  -11.73993  8.45880
H  -4.40072  -1.83833  -4.42098
C  0.50214  -2.07589  3.08618
H  -1.08158  0.49499  -1.17539
C  0.24105  6.96882  -4.11961
H  -6.74778  -1.40832  -5.04481
C  4.98839  2.28048  -2.94313
C  2.17070  1.43960  -1.95159
C  0.09686  4.43751  -4.19196
O  1.77557  -11.58962  6.65488
H  2.35457  3.35492  -4.56542
C  0.19172  2.84439  -2.15141
C  1.26437  -0.91979  3.13876
H  5.09919  4.14617  -4.06279

Computed, not measured: a structure of composition C32H30BrN4O2W, with ωB97M-V/def2-TZVPD.

E_HOMO (spin up / spin down)   -16.517 / -16.516 eV
Relative energy (zero: lowest compared OMol25 entry of this formula, charge and spin)   0.0084 eV
Total charge   +3

Element x y z (Å)
C  0.86379  -2.77320  -0.24674
C  -1.27133  2.88395  1.99515
C  -0.39816  -2.51102  0.30030
H  -2.33152  4.20770  3.28277
H  1.26495  1.15452  4.63643
H  -1.46914  0.41013  3.44325
C  -1.36491  1.78663  1.13874
H  1.93835  -3.58926  -1.92457
H  2.14596  -1.53776  -4.98058
H  1.20924  -4.75963  -0.83082
H  0.99529  -1.28921  4.09269
C  1.46338  2.10832  -1.52384
C  5.56154  1.25858  -0.86131
H  -0.02172  -2.37319  -5.88092
H  3.54639  -0.03149  -0.15015
H  0.17620  -3.88398  -1.95346
H  6.39838  3.10382  -1.29226
H  -1.27084  -3.02215  -0.08581
C  0.51833  -0.50193  3.48868
C  -1.12658  -1.83824  -4.10254
C  3.72016  2.83365  -1.84457
H  2.86189  -1.96898  -0.32440
C  -0.89766  -0.31620  4.02523
C  1.89199  -1.90125  0.15143
H  1.06352  1.53173  2.92436
N  1.86261  1.00877  -0.84331
N  6.54988  2.13540  -1.07353
H  -1.53664  -1.53827  1.88506
C  -2.40637  3.36549  2.60654
H  0.40030  2.24831  -1.66412
C  3.17697  0.83897  -0.66797
C  0.57931  -1.11329  2.11069
C  -0.55518  -1.63419  1.44289
H  -4.75713  1.33741  1.24590
H  -4.45373  -2.50711  -3.98511
O  -0.24346  1.32871  0.57470
C  0.03716  -1.93767  -4.89034
H  2.43766  0.56609  3.48642
N  -1.81548  -0.32822  -0.82183
H  2.60968  -0.54495  1.69330
W  0.21093  -0.36756  -0.25131
C  1.05760  -3.79243  -1.31887
H  -4.23081  -1.42115  -1.80583
H  -2.51512  -2.75050  -5.48681
C  -3.67319  2.79200  2.36706
H  2.22823  -0.61418  -2.69463
C  -2.12254  -1.05695  -2.01591
H  -1.45390  -1.25339  4.06468
C  -3.48031  -2.14808  -3.68119
C  1.28862  -0.94721  -3.11345
C  -1.00034  -1.24758  -2.83387
C  4.13760  1.71541  -1.14119
H  -0.84327  0.05707  5.04620
Br  -5.17335  3.47741  3.23098
C  1.23801  -1.47907  -4.39748
C  2.35624  3.02513  -2.03481
H  4.42319  3.54433  -2.26007
O  5.71952  0.11635  -0.47408
C  1.74995  -1.09895  1.34357
C  -2.62966  1.22517  0.85241
H  7.49582  1.83755  -0.88499
C  -3.34854  -1.51991  -2.42460
H  -3.80110  0.13515  -0.54747
C  1.37473  0.75887  3.62862
N  0.20848  -0.82995  -2.33155
H  -0.30715  3.33796  2.17741
C  -2.40462  -2.28955  -4.51380
C  -2.78798  0.29538  -0.18996
H  1.97970  3.87869  -2.58065
C  -3.78508  1.75448  1.47749

Which value of total charge does entry 1 give? +3

Which value of total charge does entry 4 give? 0